Molecular formula: C4H4FP
Method: DFT, ωB97M-V with the def2-TZVPD basis set

Cartesian coordinates (Å):
C (1.240, 0.077, 0.080)
C (0.748, -1.110, -0.242)
C (-1.215, 0.565, 0.384)
C (-0.014, 1.071, 0.630)
F (0.376, 2.261, 0.903)
P (-1.103, -1.243, 0.020)
H (2.259, 0.396, -0.121)
H (1.190, -1.983, -0.717)
H (-2.214, 0.994, 0.485)
H (-1.268, -1.029, -1.422)

Output
* frontier orbital gap: 10.37 eV
* relative energy (zero: lowest compared OMol25 entry of this formula, charge and spin): 41.1 kcal per mole
* structure (SMILES): FC1=CC=[PH]=C1
* HOMO energy: -9.36 eV


Molecular formula: C4H4FP
Method: DFT, ωB97M-V with the def2-TZVPD basis set

Cartesian coordinates (Å):
C (1.486, 1.436, 0.226)
C (-2.205, 0.932, -0.312)
C (0.295, -0.726, -0.042)
C (1.406, 0.119, 0.005)
F (2.592, -0.617, -0.117)
P (-1.415, -0.456, 0.111)
H (2.354, 2.051, 0.085)
H (-3.281, 0.826, -0.171)
H (0.541, -1.781, -0.150)
H (-1.773, -1.786, 0.365)

Output
* frontier orbital gap (alpha / beta): 8.69 / 7.32 eV
* relative energy (zero: lowest compared OMol25 entry of this formula, charge and spin): 58.2 kcal per mole
* HOMO energy (alpha / beta): -8.61 / -9.01 eV
* multiplicity: 3


Question: The lowest relative energy (zero: lowest compared OMol25 entry of this formula, charge and spin) belongs to which entry?
Answer: number 1